<P>
The following is a quantum chemistry calculation of a 15-piece molecular cluster, H31O15 overall, from the Open Molecules 2025 dataset.

Each line ends with the natural charge from an NBO analysis.
Element x y z (Å)
O -0.8415 -2.3312 -2.1362  -0.848
O 0.2194 -3.9294 -0.4471  -0.930
O -2.2009 -2.7274 1.5231  -0.992
O 3.9673 1.2225 1.0891  -0.946
O 1.6246 0.0762 -3.3921  -1.001
O -4.0650 1.1835 1.8568  -0.982
O -1.0704 0.1473 -2.0680  -1.058
O 2.8695 -0.7907 1.3664  -0.955
O 0.6900 2.5648 3.3124  -0.989
O -1.4571 0.6119 2.2473  -0.958
O -1.0977 2.6958 -2.5442  -0.963
O -3.2949 1.0548 -1.0339  -0.972
O 0.5658 -0.6847 4.0562  -0.929
O 2.1720 2.6699 -2.1068  -0.968
O 1.8889 -1.9616 -2.0872  -0.990
H -2.8569 -1.9928 1.6602  0.504
H 1.7824 0.9737 -2.9175  0.529
H -1.5332 -1.6530 -1.6780  0.578
H 1.5849 2.6045 2.9966  0.509
H 2.0190 -2.8259 -2.5842  0.475
H -3.2847 2.0763 -0.8446  0.482
H 4.7299 0.9488 1.5098  0.474
H 1.5471 0.2423 -4.3468  0.497
H 2.2435 -1.2910 -2.7989  0.516
H -1.8568 3.1135 -2.3308  0.475
H -4.6968 1.3847 1.1108  0.469
H -1.1273 0.6699 3.1256  0.471
H 2.5533 -1.5555 0.9672  0.462
H -1.5916 1.0779 -1.8191  0.542
H 0.2971 -0.8677 4.8638  0.464
H 2.0759 2.7061 -1.0857  0.495
H 0.5370 -4.8371 -0.4380  0.498
H -3.8404 0.5679 -0.3575  0.499
H -2.1998 -3.3686 2.2779  0.490
H -3.1217 1.1752 1.6863  0.504
H -0.3366 3.2546 -2.7322  0.510
H 3.8026 0.7090 0.3488  0.474
H 0.4233 2.7391 4.1246  0.483
H -0.7657 1.2657 1.9056  0.503
H 0.0324 -1.7017 -1.9378  0.598
H -0.2510 -0.6477 3.5071  0.463
H -0.4606 0.4703 -2.8043  0.498
H 2.1073 -0.6191 2.0845  0.491
H -0.2617 -3.9779 0.3247  0.489
H -0.7327 -3.0890 -1.4708  0.543
H 3.2121 2.6460 -1.9830  0.496

The calculation puts the LUMO energy at -2.65 eV. The highest occupied orbital energy is -12.84 eV. Its charge is +1. Its molar mass is 271.23 g mol⁻¹.


<Q>
The following is a quantum chemistry calculation of a 15-piece molecular cluster, H31O15 overall, from the Open Molecules 2025 dataset.

Each line ends with the natural charge from an NBO analysis.
Element x y z (Å)
O -2.1482 3.5856 -1.0746  -0.921
O -2.8937 0.1619 0.7358  -0.946
O 2.8701 -1.3659 -0.6797  -0.890
O -0.2546 2.8636 -2.5970  -0.937
O 0.2556 0.1209 3.3264  -0.950
O -2.7172 -2.5355 0.0340  -0.952
O -1.2688 0.4290 -1.3329  -1.032
O 3.4280 2.4493 0.7838  -0.956
O 1.3290 -0.8340 -2.6987  -0.992
O -0.6656 -3.7973 0.9657  -1.004
O 2.1924 -3.4218 -2.0000  -0.834
O -2.1577 -1.5027 3.1149  -0.925
O -0.7141 -1.9478 -1.5494  -0.897
O 1.5501 0.4837 0.3705  -1.010
O 1.0538 3.6023 1.7628  -0.950
H 3.3479 -0.6936 -1.2508  0.525
H -2.9577 -1.6886 -0.0541  0.495
H -1.6898 0.3240 -2.2319  0.516
H 1.9029 -3.4410 -2.9099  0.513
H -3.3933 -2.9554 0.4974  0.494
H -1.5309 -3.5414 0.5556  0.498
H 2.4090 -2.2005 -1.3762  0.542
H 1.1672 -0.9490 -3.6714  0.501
H -1.6044 -0.9888 2.3945  0.468
H 4.2802 2.3685 1.2826  0.494
H 2.2611 -0.6976 -0.0647  0.543
H 0.2746 4.1387 1.5520  0.475
H -0.2753 0.0715 -1.2962  0.526
H -1.1247 -1.8635 -0.7214  0.487
H 0.7500 0.5567 0.9794  0.527
H -2.8805 -1.0610 3.3382  0.454
H -2.9573 0.4129 1.6201  0.464
H -0.3022 0.9637 3.3001  0.463
H -0.3967 3.5521 -2.0933  0.473
H -1.9152 2.7100 -1.2662  0.457
H 1.2950 4.1627 2.5684  0.476
H 1.2137 0.1623 -2.4861  0.498
H -2.5380 3.3884 -0.2071  0.461
H -0.6366 2.0843 -2.2359  0.453
H 0.8686 0.5944 4.1068  0.491
H 3.3932 3.3964 0.6753  0.505
H -0.3676 -3.1754 1.6954  0.478
H -2.1421 0.6033 0.3954  0.484
H 2.2610 1.2172 0.6692  0.555
H 1.2945 -3.2268 -1.5108  0.472
H 0.1341 -2.5160 -1.4163  0.410

The calculation puts the LUMO energy at -3.21 eV. The highest occupied orbital energy is -13.27 eV. Its charge is +1. Its molar mass is 271.23 g mol⁻¹.


Which of them is the least stable? Correct choice: <Q>.


<P>
The following is a quantum chemistry calculation of H13LiO7 as an isolated structure, from the Open Molecules 2025 dataset.

Each line ends with the natural charge from an NBO analysis.
Element x y z (Å)
O 0.8565 0.2649 2.2555  -0.916
O 1.4005 -0.7341 -2.4215  -0.980
O -2.4715 -1.5921 0.9525  -0.981
O -2.8705 2.0859 -0.2085  -0.970
O -0.2655 -0.2691 0.1835  -1.103
O -0.3535 1.4469 -0.8575  -1.081
O 2.7215 -1.2631 0.8755  -0.911
Li -0.5275 -0.9391 -1.7375  0.967
H 3.5365 -0.8901 0.4855  0.462
H 0.1995 2.0779 -0.1545  0.439
H 1.9275 -0.8221 -3.2325  0.497
H 2.1365 -0.5941 0.6075  0.445
H 0.6515 1.2099 1.8025  0.444
H 0.5945 -0.1991 1.4865  0.434
H -3.0935 1.1679 -0.2995  0.444
H 1.9895 -0.2521 -1.8945  0.493
H -1.9605 1.9419 -0.5245  0.488
H 0.3055 -0.9601 0.4295  0.451
H -0.2675 0.5569 -0.3155  0.422
H -1.7375 -1.0701 0.7225  0.478
H -2.7725 -1.1671 1.8445  0.478

The calculation puts the LUMO energy at -0.93 eV. The highest occupied orbital energy is -9.92 eV. Its charge is 0. Its molar mass is 132.04 g mol⁻¹.


<Q>
The following is a quantum chemistry calculation of H13LiO7 as an isolated structure, from the Open Molecules 2025 dataset.

Each line ends with the natural charge from an NBO analysis.
Element x y z (Å)
O -1.4841 -0.7399 -1.0670  -1.003
O 1.0969 1.8991 -2.4990  -0.934
O -1.2471 0.2371 3.2180  -0.976
O 1.6479 -0.7099 -1.9940  -1.027
O 0.1859 -2.8089 0.7450  -0.969
O 0.3279 -0.0629 0.8640  -1.355
O -0.8511 2.4931 0.6800  -0.978
Li 1.7589 -0.6149 2.0080  0.978
H 1.1479 -3.0609 0.7610  0.446
H -0.9511 -0.5809 -0.2760  0.502
H -1.8761 -0.0249 -1.5480  0.482
H 0.8269 -0.9279 -1.3450  0.524
H 0.2239 1.6001 -2.5900  0.455
H 0.2019 -1.7749 0.6350  0.486
H -1.7391 2.6071 0.9660  0.477
H -0.7171 0.2841 2.4520  0.491
H -1.8471 -0.4829 3.2360  0.475
H 1.5139 1.1631 -2.2270  0.467
H 1.4659 -0.6829 -3.0040  0.502
H -0.5201 1.5931 0.6940  0.484
H 0.8349 0.5941 0.2920  0.471

The calculation puts the LUMO energy at -1.45 eV. The highest occupied orbital energy is -10.80 eV. Its charge is 0. Its molar mass is 132.04 g mol⁻¹.


<R>
The following is a quantum chemistry calculation of H13LiO7 as an isolated structure, from the Open Molecules 2025 dataset.

Each line ends with the natural charge from an NBO analysis.
Element x y z (Å)
O 1.1912 -2.8064 -0.1468  -0.945
O -1.7229 -1.6669 0.7158  -0.954
O -0.1912 -0.6729 -2.5441  -0.964
O 0.3641 2.5602 2.1961  -1.008
O 0.2564 -0.1017 0.0918  -1.274
O -2.3613 1.0219 -0.6606  -0.930
O 2.7595 0.5345 -0.8106  -0.996
Li 0.6394 0.5417 1.9542  0.958
H 2.9538 0.2420 -1.6715  0.481
H -0.9624 -1.0318 0.8759  0.479
H -0.1429 0.1372 -2.9927  0.460
H -0.4486 2.7751 1.6013  0.530
H -2.4991 -1.2404 0.6952  0.439
H 1.2369 -3.1606 0.8133  0.446
H 0.9749 -1.8252 0.0572  0.487
H 1.8039 0.5295 -0.5387  0.484
H 0.1712 0.6707 -0.1763  0.411
H -2.9043 0.4214 -0.2166  0.451
H -1.5426 0.6024 -0.4905  0.466
H 0.5488 3.0951 2.8635  0.492
H -0.1249 -0.6258 -1.6157  0.487

The calculation puts the LUMO energy at -1.13 eV. The highest occupied orbital energy is -10.19 eV. Its charge is 0. Its molar mass is 132.04 g mol⁻¹.


Which of them is the least stable? Correct choice: <P>.


<P>
The following is a quantum chemistry calculation of a 2-piece molecular cluster, C3H3N3O overall, from the Open Molecules 2025 dataset.

Each line ends with the natural charge from an NBO analysis.
Element x y z (Å)
O 1.0947 -2.1159 -1.1375  -0.484
N -1.8465 0.5322 -0.4144  -0.039
N -0.4400 0.9130 1.9557  -0.595
N -1.8821 -0.0272 -1.3760  0.051
C 0.9880 -0.9623 -0.8188  0.429
C 1.0085 -0.0126 0.2288  -0.571
C -0.0138 0.4771 0.9005  0.460
H -1.3238 1.3975 1.8804  0.382
H 0.4367 -0.5104 -1.7601  0.075
H 1.9782 0.3086 0.5414  0.292

The calculation puts the LUMO energy at -0.50 eV. The highest occupied orbital energy is -8.96 eV. Its SMILES is N=C=CC=O.N#N. Its charge is 0. Its molar mass is 97.08 g mol⁻¹.


<Q>
The following is a quantum chemistry calculation of one molecule with the formula C3H3N3O, from the Open Molecules 2025 dataset.

Each line ends with the natural charge from an NBO analysis.
Element x y z (Å)
O 2.4922 -0.4819 -0.2801  -0.493
N -0.5845 -1.1359 0.0842  -0.295
N -1.8741 -0.9317 -0.1242  -0.037
N -2.0031 0.4068 -0.1724  -0.247
C -0.7928 0.9234 -0.0829  -0.059
C 0.1253 -0.0178 -0.0129  -0.069
C 1.5744 0.2001 0.0874  0.415
H -0.2325 -2.2165 0.1167  0.445
H -0.5843 1.9984 -0.1183  0.221
H 1.8793 1.2550 0.5024  0.118

The calculation puts the LUMO energy at -0.09 eV. The highest occupied orbital energy is -10.52 eV. Its SMILES is O=Cc1cnn[nH]1. Its charge is 0. Its molar mass is 97.08 g mol⁻¹.


Which of them is the least stable? Correct choice: <P>.